1.
C3H6N2O | ωB97M-V with the def2-TZVPD basis set

```
12
Properties=species:S:1:pos:R:3:lowdin_charge:R:1
H 1.98562 -0.92541 -0.83967 0.06
N 1.09396 -0.55412 -1.15098 0.16
C 0.39426 -0.23022 -0.14178 -0.50
C 0.81656 0.16417 1.23464 -0.03
N -0.99385 -0.56299 -0.24176 0.06
C -1.56133 0.60967 -0.73287 -0.35
O -1.83966 0.67861 -1.90043 0.07
H 1.83464 0.54338 1.28419 0.08
H 0.73302 -0.77536 1.77913 0.09
H 0.16567 0.88213 1.74465 0.08
H -1.05998 -1.21419 -1.02917 0.13
H -1.69394 1.39830 0.03398 0.14
```

* orbital gap: 10.49 eV
* SMILES: [H]/N=C(\C)NC=O
* HOMO: -9.79 eV
* energy above the lowest of the compared OMol25 structures with the same formula, charge and spin: 187.02 kJ/mol
* LUMO energy: 0.7011 eV
* charge: 0

2.
C5H7NS | ωB97M-V with the def2-TZVPD basis set

```
14
Properties=species:S:1:pos:R:3:lowdin_charge:R:1
C 0.36837 1.18509 -0.31670 -0.13
C 0.33110 -0.20435 -0.98939 -0.26
C 0.33920 0.31307 0.92680 -0.32
C -0.92933 -0.41943 0.90107 -0.49
C -1.03446 -0.85824 -0.52274 -0.49
H 1.34174 1.70101 -0.37369 0.11
H -0.41119 1.94487 -0.52164 0.09
H 0.68109 -0.31557 -1.96959 0.11
H 2.11498 -0.42562 0.11978 0.12
H 0.80258 0.58493 1.84925 0.13
H -1.07308 -1.09406 1.72149 0.11
H -1.25390 -1.87928 -0.97424 0.13
N 1.11478 -0.75129 0.18388 0.02
S -2.39189 0.21887 -0.03426 0.86
```

* orbital gap: 9.69 eV
* HOMO: -8.72 eV
* energy above the lowest of the compared OMol25 structures with the same formula, charge and spin: 235.48 kJ/mol
* LUMO energy: 0.9708 eV
* charge: 0

3.
C4H9N2OS | ωB97M-V with the def2-TZVPD basis set

```
17
Properties=species:S:1:pos:R:3:lowdin_charge:R:1
C -1.63646 0.03318 -0.47516 -0.42
C -1.59427 -0.28819 0.99249 -0.09
C 0.53467 0.31187 0.54285 -0.44
C 3.11193 0.66837 -0.27009 -0.31
N -2.71121 -0.30949 -1.14892 0.23
N -0.38006 0.27528 1.54608 0.01
O -0.60069 0.53805 -0.98109 0.08
S 1.81062 1.55267 0.69099 0.94
H -2.45084 -0.10661 1.55533 0.12
H -1.65911 -1.37847 1.14686 0.16
H 0.99097 -0.59793 0.08406 0.13
H 2.47946 0.01964 -0.86923 0.03
H 3.73514 0.18987 0.41187 0.01
H 3.80504 1.55071 -0.61165 0.10
H -2.83125 -0.00882 -2.10987 0.15
H -0.68376 1.05643 2.08010 0.14
H -3.64161 -0.59212 -0.80515 0.16
```

* orbital gap: 10.13 eV
* HOMO: -13.38 eV
* energy above the lowest of the compared OMol25 structures with the same formula, charge and spin: 194.19 kJ/mol
* LUMO energy: -3.2488 eV
* charge: +1

4.
C2H5PS | ωB97M-V with the def2-TZVPD basis set

```
9
Properties=species:S:1:pos:R:3:lowdin_charge:R:1
P -0.84597 0.97902 0.02904 0.24
S -2.17295 -0.41420 -0.02349 0.09
H 0.08857 1.04076 -0.87565 -0.11
H -1.38931 2.32628 0.15414 -0.03
H -0.06163 1.24419 1.04337 -0.10
C 1.37721 -0.74512 -0.10756 -0.12
C 0.70675 -1.71423 -0.02868 -0.06
H 2.25456 -0.14242 -0.13382 0.04
H 0.04278 -2.57429 -0.05735 0.04
```

* orbital gap: 9.68 eV
* SMILES: [PH3]=S.C#C
* HOMO: -8.86 eV
* energy above the lowest of the compared OMol25 structures with the same formula, charge and spin: 221.04 kJ/mol
* LUMO energy: 0.8189 eV
* charge: 0

5.
C2HF3NOS | ωB97M-V with the def2-TZVPD basis set

```
9
Properties=species:S:1:pos:R:3:lowdin_charge:R:1
O -0.90919 -1.14670 -2.38920 -0.03
C -0.42607 -0.26819 -1.75315 -1.03
S 0.48303 1.14404 -2.07478 0.39
N -0.55244 -0.27539 -0.20181 0.03
C -0.24582 -1.44067 0.41237 -0.80
F 0.97253 -1.95494 0.09742 0.09
F -0.16988 -1.25210 1.74732 0.09
F -1.08509 -2.43556 0.23774 0.15
H 0.26864 0.37747 0.12190 0.09
```

* orbital gap: 7.67 eV
* SMILES: [O-]C(=S)NC(F)(F)F
* HOMO: -3.85 eV
* energy above the lowest of the compared OMol25 structures with the same formula, charge and spin: 6.21 kJ/mol
* LUMO energy: 3.8213 eV
* charge: -1

6.
C6H10O | ωB97M-V with the def2-TZVPD basis set

```
17
Properties=species:S:1:pos:R:3:lowdin_charge:R:1
O 1.88424 -1.16379 0.96519 -0.04
C 1.21224 -0.56313 -0.13188 -0.39
C 0.98864 0.90690 0.11814 -0.07
C -0.10040 1.57243 -0.27060 -0.09
C -1.40666 0.83287 -0.39394 -0.20
C -1.21255 -0.48465 0.37050 -0.20
C -0.12637 -1.28153 -0.34482 -0.14
H 2.55999 -0.53453 1.24808 0.08
H 1.83430 -0.67560 -1.03999 0.15
H 1.62933 1.38521 0.84066 0.11
H -0.11865 2.66082 -0.23383 0.10
H -1.76693 0.66300 -1.41691 0.11
H -2.14845 1.46559 0.10950 0.11
H -0.82119 -0.23494 1.36659 0.12
H -2.14069 -1.04041 0.51725 0.11
H -0.02891 -2.30730 0.02187 0.12
H -0.35331 -1.32677 -1.41762 0.12
```

* orbital gap: 10.14 eV
* SMILES: O[C@@H]1C=CCCC1
* HOMO: -9.14 eV
* energy above the lowest of the compared OMol25 structures with the same formula, charge and spin: 70.02 kJ/mol
* LUMO energy: 1.0011 eV
* charge: 0

7.
C8H14N3O3PPt | ωB97M-V with the def2-TZVPD basis set

```
30
Properties=species:S:1:pos:R:3:lowdin_charge:R:1
N 0.03288 -3.07492 2.14388 0.28
C 0.47869 -2.42324 1.30198 -0.16
C 1.17438 -1.55012 0.39200 -0.26
C 0.24878 -1.24624 -0.77779 -0.13
C -0.70467 -0.11261 -0.68516 -0.16
C -1.97357 -0.53528 0.15377 -0.11
C -2.68143 0.72810 0.58108 -0.24
N -3.76516 1.09768 -0.29750 0.12
C 1.75097 -0.27392 1.03816 -0.22
C 0.79021 0.37926 1.89461 -0.19
N -0.16805 0.74607 2.42078 0.27
P 2.54195 0.94470 -0.13565 0.53
O 3.91782 1.19070 0.24604 -0.17
O 1.68430 2.24785 -0.09867 -0.07
O 2.57729 0.35875 -1.70757 -0.23
H 2.03486 -2.12015 0.04922 0.18
H -0.33325 -2.13178 -1.00851 0.16
H 0.99447 -1.10920 -1.72736 -0.01
H -0.28379 0.80846 -0.30563 0.09
H -1.06854 0.12393 -1.68371 0.14
H -1.72504 -1.10078 1.03613 0.10
H -2.64679 -1.06337 -0.50616 0.13
H -1.99984 1.58607 0.66187 0.13
H -3.06823 0.57876 1.59070 0.16
H -3.56593 0.99226 -1.28800 0.10
H -3.97281 2.08400 -0.18132 0.11
H 2.57679 -0.55912 1.68120 0.16
H 2.24051 2.95154 0.27196 0.14
H 3.38433 0.71464 -2.12328 0.13
Pt 1.42924 -0.77120 -3.16567 1.03
```

* orbital gap: 3.15 eV
* HOMO: -16.03 eV
* energy above the lowest of the compared OMol25 structures with the same formula, charge and spin: 0.00 kJ/mol
* LUMO energy: -12.8795 eV
* charge: +2

8.
C3H3NO4P | ωB97M-V with the def2-TZVPD basis set

```
12
Properties=species:S:1:pos:R:3:lowdin_charge:R:1
C 0.22165 0.04146 -0.11211 0.00
N -0.92681 1.01256 -0.37046 -0.35
O -0.65783 1.78274 -1.30844 -0.13
C -2.05395 0.80203 0.20406 -0.09
C -3.34274 1.37113 0.12973 -0.62
O -3.82286 2.42334 0.48740 0.04
O -4.19668 0.30465 -0.19475 -0.31
P -3.65712 -1.22849 0.42955 0.81
O -3.90666 -2.14336 -0.69427 -0.51
H -0.13930 -0.51398 0.64686 0.02
H 0.51130 -0.62414 -0.94781 0.10
H 1.07910 0.58518 0.01783 0.04
```

* orbital gap: 8.25 eV
* SMILES: C[N+]([O-])=C=C([O-])OP=O
* HOMO: -4.37 eV
* energy above the lowest of the compared OMol25 structures with the same formula, charge and spin: 521.56 kJ/mol
* LUMO energy: 3.8770 eV
* charge: -1

Question: The lowest HOMO belongs to which entry?
Answer: C8H14N3O3PPt

Question: What is the formula in the fifth record?
Answer: C2HF3NOS